This record from OMol25 describes C24H62N2O8S as an isolated structure at a distorted geometry. The level of theory is ωB97M-V/def2-TZVPD.

Frontier orbital gap ... 9.4 eV
Relative energy (zero: lowest compared OMol25 entry of this formula, charge and spin) ... 14.9117 eV
HOMO level ... -8.96 eV
DFT total energy ... -56069.91682 eV

```
! wB97M-V def2-TZVPD RIJCOSX def2/J DEFGRID3
* xyz 0 1
C -13.44768 20.95491 24.21617
C -14.41163 22.14934 24.29198
C -13.80507 23.59191 24.39320
O -15.20680 22.04149 23.13313
H -12.77846 20.81275 25.06472
H -12.86881 20.87711 23.29586
H -14.18070 20.14833 24.23122
H -15.11628 21.91367 25.08949
H -13.25313 23.56013 25.33259
H -14.52529 24.40705 24.32314
H -13.12635 23.75595 23.55622
H -16.11762 21.76863 23.26564
C -18.05638 20.31972 21.08100
C -17.17695 20.43682 22.30528
C -15.68115 20.06319 21.99774
O -17.33893 21.60411 23.09126
H -18.01759 19.29620 20.70817
H -17.68024 20.93456 20.26333
H -19.05613 20.70333 21.28462
H -17.43191 19.66629 23.03287
H -15.17694 20.83560 21.41701
H -15.58115 19.05196 21.60338
H -15.19155 20.08298 22.97140
H -18.02678 22.06544 22.60584
C -13.98744 17.98803 22.43824
C -13.93966 17.98737 23.90136
C -15.12448 17.17968 24.49142
O -12.61415 17.66203 24.30615
H -13.89724 16.95050 22.11653
H -13.22470 18.53934 21.88835
H -15.01218 18.22619 22.15314
H -14.06763 18.99522 24.29627
H -15.33477 16.15897 24.17198
H -16.09180 17.67676 24.41848
H -14.97439 16.92797 25.54128
H -12.71419 17.61910 25.25996
C -13.46330 20.70491 28.75785
C -13.65809 19.53539 27.82344
C -14.63103 19.83467 26.55008
O -12.47409 18.79523 27.50250
H -12.88192 21.54119 28.36959
H -13.11821 20.45360 29.76078
H -14.41945 21.22126 28.84309
H -14.25524 18.96172 28.53225
H -14.51595 20.78252 26.02431
H -15.67045 19.91918 26.86721
H -14.57643 19.04530 25.80040
H -11.81334 19.47565 27.35407
C -19.23178 25.40321 21.75525
C -17.82795 24.66945 21.70328
C -16.69175 25.69303 22.10714
O -15.42073 25.09771 22.31890
C -14.85308 24.47004 21.08077
N -17.82704 23.44429 22.52658
H -19.20402 26.43024 21.39121
H -19.46730 25.54643 22.80983
H -19.98276 24.71828 21.36156
H -17.74952 24.43781 20.64107
H -16.82782 26.09059 23.11290
H -16.45682 26.56120 21.49135
H -15.37915 23.55906 20.79537
H -13.85090 24.20857 21.42045
H -14.75332 25.23150 20.30727
H -18.14309 23.58209 23.47591
H -16.89955 23.17416 22.82135
C -14.17831 23.55481 26.51409
C -14.78290 23.60962 27.95213
C -13.83177 24.12460 29.02284
O -13.04904 22.93563 29.32397
C -11.69323 22.93322 28.97324
N -15.88620 24.57095 27.78748
H -13.41418 24.32885 26.44300
H -14.93074 23.67222 25.73424
H -13.64439 22.63434 26.27798
H -15.24546 22.69347 28.31930
H -14.44704 24.30087 29.90514
H -13.31284 25.01678 28.67236
H -11.32606 21.91520 29.10326
H -11.15292 23.74463 29.46087
H -11.61082 23.10350 27.89978
H -16.35331 24.68660 28.67547
H -16.63399 24.11651 27.28312
C -11.33330 22.88314 21.95153
C -10.78489 21.91739 20.93703
C -11.20649 22.62553 19.47378
S -12.86721 23.30551 19.76310
O -13.90244 22.54619 19.04042
O -12.83159 24.76649 19.51247
C -12.89418 23.00359 21.57806
H -10.96892 23.90972 21.98958
H -11.22111 22.54364 22.98122
H -11.17460 20.91660 21.12315
H -9.70214 21.92990 21.06200
H -11.40064 21.91188 18.67308
H -10.62483 23.51428 19.22905
H -13.33176 22.00552 21.55600
H -13.55835 23.66782 22.13104
*
```

=====

This record from OMol25 describes C27H64IN3NbO6S as an isolated structure at a distorted geometry. The level of theory is ωB97M-V/def2-TZVPD.

Frontier orbital gap ... 6.7 eV
HOMO level ... -4.29 eV
DFT total energy ... -66273.86156 eV

```
! wB97M-V def2-TZVPD RIJCOSX def2/J DEFGRID3
* xyz -1 1
C -5.91173 1.74925 0.24773
C -4.48048 2.29943 0.30482
C -3.52293 1.71437 -0.75237
N -2.72200 0.62427 -0.16160
Nb -0.76807 0.94970 0.46942
N 1.23598 1.28150 1.08861
C -1.32601 0.23933 2.56696
C -1.86977 -1.19946 2.71813
C -3.34777 -1.35866 2.31561
C -3.57041 -2.40553 1.24096
N -5.00834 -2.73224 1.13583
C -0.04898 1.72395 -1.59633
C -0.78831 1.21566 -2.85086
C -1.40867 2.35089 -3.68894
C -2.50805 1.83179 -4.58030
O -2.47143 0.74665 -5.15069
O -3.56863 2.69132 -4.75276
C -4.85728 2.10545 -4.55429
C -5.70869 3.04547 -3.69996
C -1.11358 3.17470 0.98184
S -1.07958 3.60058 2.75562
C 0.40516 4.62712 2.94608
C 0.14545 6.13286 2.75234
C -0.10549 -1.12599 -0.27623
C 1.31010 -1.58787 0.01230
C 1.63432 -2.88991 -0.77511
I 1.70536 -2.07300 2.06783
H -6.25821 1.53678 1.25692
H -5.99913 0.85218 -0.35663
H -6.58156 2.52155 -0.12111
H -4.02097 2.15442 1.27789
H -4.50922 3.38060 0.16146
H -4.13714 1.29684 -1.55038
H -2.90674 2.51292 -1.15856
H -2.80910 -0.18101 -0.77073
H 1.21958 1.91470 1.88138
H 1.77449 1.68670 0.33261
H -2.09168 0.88431 3.00177
H -0.42649 0.32217 3.17966
H -1.83679 -1.43896 3.78512
H -1.26183 -1.96082 2.24020
H -3.92572 -1.70336 3.17354
H -3.77852 -0.40700 2.01149
H -3.18611 -2.03900 0.28895
H -3.06727 -3.32208 1.53750
H -5.12623 -3.50649 0.49505
H -5.49916 -1.95218 0.71595
H 0.99514 1.41973 -1.70393
H -0.04859 2.81684 -1.60662
H -0.08612 0.70214 -3.50466
H -1.56210 0.47928 -2.63858
H -0.64298 2.71774 -4.37119
H -1.78953 3.16202 -3.07969
H -5.34388 1.96531 -5.51829
H -4.76493 1.11651 -4.11785
H -5.05409 3.77496 -3.23743
H -6.48149 3.53877 -4.27910
H -6.21081 2.47392 -2.92506
H -0.27013 3.70754 0.54269
H -2.00292 3.63799 0.55072
H 0.71951 4.45539 3.97188
H 1.20227 4.27195 2.30039
H -0.90597 6.34712 2.90661
H 0.43464 6.44222 1.75308
H 0.69667 6.70250 3.49897
H -0.83862 -1.90578 -0.05864
H -0.12375 -1.02131 -1.36810
H 2.04096 -0.86503 -0.32695
H 1.17379 -2.82157 -1.75519
H 2.71627 -2.94968 -0.90955
H 1.32943 -3.77882 -0.23642
C 4.57712 -7.80770 2.62749
O 4.79453 -6.63291 3.38156
C 3.81032 -5.62817 3.15064
C 2.78718 -5.58286 4.26071
O 2.00630 -6.77180 4.30174
C 2.41048 -7.67131 5.31231
H 5.23164 -8.58191 3.02708
H 3.54157 -8.14899 2.70025
H 4.82998 -7.64353 1.57376
H 3.32085 -5.78377 2.18580
H 4.32969 -4.66731 3.10948
H 2.10304 -4.75148 4.07297
H 3.27471 -5.41043 5.22516
H 2.10795 -7.30441 6.30018
H 3.49176 -7.83187 5.30292
H 1.91169 -8.62183 5.12577
C 6.50366 1.05863 -4.14514
O 6.67626 2.27069 -3.43585
C 5.67116 3.23274 -3.71615
C 4.61882 3.28537 -2.63136
O 3.87226 2.08638 -2.56809
C 4.26739 1.22616 -1.51230
H 7.17492 0.32252 -3.70572
H 5.47835 0.69001 -4.06963
H 6.76647 1.18878 -5.20143
H 5.20199 3.02726 -4.68313
H 6.16474 4.20816 -3.78041
H 3.91679 4.09342 -2.86271
H 5.08142 3.50637 -1.66440
H 3.92557 1.62148 -0.55042
H 5.35146 1.08927 -1.48655
H 3.79482 0.25939 -1.67836
*
```

=====

Which formula does entry 1 have? C24H62N2O8S

=====

HOMO level of number 2 (C27H64IN3NbO6S)? -4.29 eV

=====

Which value of DFT total energy does entry 2 give? -66273.86156 eV

=====

What is the formula in the second record? C27H64IN3NbO6S